Here is one molecule with the formula C6H9N3O3S from the OMol25 dataset. Energies are from the ωB97M-V functional and the def2-TZVPD basis.

Output
Maximum force = 4.53 eV/A

Element x y z (Å)
C (-0.62, 0.55, -1.77)
C (0.96, 2.87, -1.75)
C (1.04, 1.88, -0.62)
C (1.15, -1.57, -0.35)
C (-1.38, 0.51, 2.13)
C (0.38, -0.36, 0.16)
N (-0.69, 1.33, -2.80)
N (0.05, 2.45, -2.77)
N (0.30, 0.74, -0.72)
O (1.66, 3.80, -1.85)
O (1.83, 1.99, 0.25)
O (-0.99, -2.08, 1.68)
S (-1.23, -0.86, 0.91)
H (-1.24, -0.32, -1.85)
H (2.27, -1.36, -0.45)
H (1.14, -2.25, 0.46)
H (0.71, -2.18, -1.20)
H (-1.64, -0.15, 3.02)
H (-2.28, 1.01, 1.89)
H (-0.45, 1.10, 2.18)
H (0.91, 0.17, 1.02)
H (-0.07, 3.06, -3.58)

Results of the natural (NBO) charge analysis, in e, for atoms 1 through 2:
1 C 0.173
2 C 0.566

---

Here is one molecule with the formula C6H9NO from the OMol25 dataset. Energies are from the ωB97M-V functional and the def2-TZVPD basis.

Output
Maximum force = 1.79 eV/A
SMILES = CC(=O)C[C@@]1(C)C=N1

Element x y z (Å)
C (-2.07, 1.09, 0.53)
C (-1.44, -0.27, 0.69)
O (-2.12, -1.29, 0.77)
C (0.08, -0.33, 0.87)
C (0.81, -0.34, -0.44)
C (2.29, -0.09, -0.36)
C (0.21, -0.83, -1.64)
N (0.04, 0.40, -1.57)
H (-1.31, 1.88, 0.53)
H (-2.60, 1.12, -0.42)
H (-2.76, 1.27, 1.35)
H (0.30, -1.25, 1.41)
H (0.39, 0.50, 1.50)
H (2.84, -0.87, -0.90)
H (2.55, 0.88, -0.80)
H (2.64, -0.09, 0.67)
H (0.14, -1.77, -2.18)

Results of the natural (NBO) charge analysis, in e, for atoms 1 through 2:
1 C -0.726
2 C 0.611

---

Here is one molecule with the formula C6H9NO from the OMol25 dataset. Energies are from the ωB97M-V functional and the def2-TZVPD basis.

Output
Maximum force = 5.05 eV/A
SMILES = C=C([C@H]1CN1)[C@H]1CO1

Element x y z (Å)
C (0.91, -1.42, 0.21)
C (0.25, -0.40, -0.48)
C (-1.12, -0.41, -0.87)
C (-2.07, -1.03, 0.06)
N (-2.17, 0.39, -0.15)
C (0.95, 0.91, -0.33)
C (1.19, 1.19, 1.14)
O (2.29, 0.82, 0.15)
H (0.44, -2.44, 0.57)
H (1.95, -1.33, 0.54)
H (-1.33, -0.37, -1.89)
H (-1.83, -1.54, 1.03)
H (-2.87, -1.68, -0.51)
H (-2.87, 0.64, -0.81)
H (0.56, 1.81, -1.01)
H (0.96, 2.26, 1.54)
H (1.15, 0.36, 1.99)

Results of the natural (NBO) charge analysis, in e, for atoms 1 through 2:
1 C -0.373
2 C -0.052

---

Here is one molecule with the formula C6H9NO from the OMol25 dataset. Energies are from the ωB97M-V functional and the def2-TZVPD basis.

Output
Maximum force = 2.33 eV/A

Element x y z (Å)
C (-1.18, -1.10, 1.12)
C (-0.10, 0.57, -0.49)
C (1.24, 0.68, 0.43)
C (1.32, -0.71, 0.57)
C (-0.01, -1.07, 0.13)
C (0.11, 0.41, -1.87)
O (-1.12, 1.42, -0.08)
N (1.98, 1.68, 0.68)
H (-1.81, 1.45, -0.76)
H (1.48, 2.57, 0.64)
H (2.13, -1.34, 0.90)
H (-0.11, -1.92, -0.56)
H (0.77, -0.36, -2.22)
H (-0.30, 1.11, -2.59)
H (-2.14, -1.08, 0.59)
H (-1.14, -0.27, 1.82)
H (-1.12, -2.04, 1.68)

Results of the natural (NBO) charge analysis, in e, for atoms 1 through 2:
1 C -0.598
2 C 0.161

---

Here is C6H9NO as an isolated structure from the OMol25 dataset. Energies are from the ωB97M-V functional and the def2-TZVPD basis.

Output
Maximum force = 6.82 eV/A

Element x y z (Å)
C (1.80, 0.52, 0.49)
C (0.40, 0.20, 0.03)
C (0.02, -1.17, -0.14)
C (-2.06, -0.14, 0.50)
C (-1.73, 1.07, -0.24)
C (-0.50, 1.20, -0.37)
H (2.18, -0.81, -0.93)
H (4.00, 0.39, -0.88)
H (2.08, 0.29, 1.68)
H (2.10, 1.93, 0.54)
H (0.64, -2.06, 0.02)
H (-1.27, -0.03, 1.53)
H (-3.34, -0.25, 0.77)
H (-2.37, 1.95, -0.53)
H (-0.44, 2.16, -0.86)
N (2.88, -0.36, -0.11)
O (-1.42, -1.40, -0.27)

Results of the natural (NBO) charge analysis, in e, for atoms 1 through 2:
1 C -0.239
2 C -0.203

---

Here is one molecule with the formula C6H9NO from the OMol25 dataset. Energies are from the ωB97M-V functional and the def2-TZVPD basis.

Output
Maximum force = 5.19 eV/A
SMILES = CC(C)=C/C=C\N=O

Element x y z (Å)
C (-1.29, 0.79, 1.32)
C (-0.63, 0.11, 0.10)
C (-0.75, 0.75, -1.20)
C (-0.27, -1.27, 0.23)
C (0.91, -1.79, -0.04)
C (1.90, -0.76, -0.33)
N (1.65, 0.43, -0.02)
O (2.19, 1.54, -0.28)
H (-1.41, 1.80, 0.98)
H (-0.84, 0.76, 2.40)
H (-2.34, 0.47, 1.29)
H (-1.73, 0.87, -1.53)
H (-0.18, 0.27, -1.94)
H (-0.29, 1.71, -1.07)
H (-1.09, -1.96, 0.68)
H (1.27, -2.79, -0.02)
H (2.90, -0.93, -0.58)

Results of the natural (NBO) charge analysis, in e, for atoms 1 through 2:
1 C -0.673
2 C 0.233

---

Here is one molecule with the formula C6H9NO from the OMol25 dataset. Energies are from the ωB97M-V functional and the def2-TZVPD basis.

Output
Maximum force = 4.54 eV/A
SMILES = CC(=C=N)[C@H](C)C=O

Element x y z (Å)
C (-0.88, -0.04, 1.87)
C (-0.39, -0.32, 0.47)
C (0.56, -1.28, 0.31)
N (1.08, -2.38, 0.14)
C (-0.31, 0.81, -0.47)
C (-0.40, 0.51, -1.95)
C (1.33, 0.81, 0.08)
O (1.74, 1.53, 0.96)
H (-0.87, -0.94, 2.47)
H (-0.21, 0.70, 2.33)
H (-1.88, 0.38, 1.83)
H (0.48, -3.15, -0.13)
H (-0.86, 1.68, -0.14)
H (-0.17, 1.40, -2.54)
H (0.30, -0.28, -2.24)
H (-1.40, 0.16, -2.22)
H (1.88, 0.43, -0.78)

Results of the natural (NBO) charge analysis, in e, for atoms 1 through 2:
1 C -0.620
2 C -0.116

---

Here is one molecule with the formula C6H9NO from the OMol25 dataset. Energies are from the ωB97M-V functional and the def2-TZVPD basis.

Output
Maximum force = 3.59 eV/A
SMILES = [H]/N=C/C=C/[C@H](C)C=O

Element x y z (Å)
H (-2.12, 0.20, -3.42)
N (-1.44, 0.36, -2.68)
C (-1.30, -0.66, -1.91)
C (-0.46, -0.64, -0.73)
C (0.39, 0.42, -0.48)
C (1.09, 0.67, 0.75)
C (1.69, -0.45, 1.54)
C (-0.73, 0.80, 1.23)
O (-1.08, 0.10, 2.12)
H (-1.82, -1.61, -2.09)
H (-0.38, -1.56, -0.17)
H (0.24, 1.29, -1.12)
H (1.60, 1.63, 0.79)
H (1.06, -0.77, 2.38)
H (1.85, -1.34, 0.94)
H (2.63, -0.14, 1.98)
H (-1.21, 1.71, 0.86)

Results of the natural (NBO) charge analysis, in e, for atoms 1 through 2:
1 H 0.341
2 N -0.655

---

Here is one molecule with the formula C6H9NO from the OMol25 dataset. Energies are from the ωB97M-V functional and the def2-TZVPD basis.

Output
Maximum force = 3.16 eV/A
SMILES = O=C/C=C/NC1CC1

Element x y z (Å)
O (2.87, 2.55, -0.68)
C (2.15, 1.75, -0.14)
C (0.74, 1.46, -0.47)
C (0.15, 0.49, 0.23)
N (-1.14, 0.01, 0.06)
C (-1.48, -1.18, 0.68)
C (-0.81, -2.40, 0.22)
C (-2.31, -2.19, 0.05)
H (2.59, 1.14, 0.71)
H (0.26, 1.94, -1.28)
H (0.65, 0.16, 1.16)
H (-1.49, 0.21, -0.87)
H (-1.47, -1.10, 1.76)
H (-0.41, -3.12, 0.98)
H (-0.21, -2.36, -0.64)
H (-2.94, -2.76, 0.70)
H (-2.63, -2.15, -0.96)

Results of the natural (NBO) charge analysis, in e, for atoms 1 through 2:
1 O -0.549
2 C 0.407

---

Here is a 2-piece molecular cluster, C6H9NO2S2 overall from the OMol25 dataset. Energies are from the ωB97M-V functional and the def2-TZVPD basis.

Output
Maximum force = 5.49 eV/A

Element x y z (Å)
C (-1.69, 1.69, 2.60)
C (-0.53, 2.31, 2.80)
C (-0.83, 1.04, 0.59)
C (1.51, -1.02, -1.14)
C (-0.53, -2.38, -1.60)
C (0.45, -1.31, -2.23)
N (-1.79, 1.09, 1.33)
O (0.72, 3.08, 0.50)
O (1.76, 1.17, 1.65)
S (-0.43, 0.25, -2.44)
S (0.57, 1.92, 1.37)
H (-2.70, 1.91, 3.17)
H (-0.02, 2.78, 3.62)
H (1.64, -1.98, -0.54)
H (2.41, -0.68, -1.54)
H (1.00, -0.40, -0.48)
H (-1.37, -2.06, -1.08)
H (-0.05, -3.08, -0.98)
H (-0.95, -2.96, -2.43)
H (0.83, -1.36, -3.18)

Results of the natural (NBO) charge analysis, in e, for atoms 1 through 2:
1 C -0.013
2 C -0.445

---

Here is C6H9NOsS as an isolated structure from the OMol25 dataset. Energies are from the ωB97M-V functional and the def2-TZVPD basis.

Output
Maximum force = 7.88 eV/A
Multiplicity = 5
Net charge = +2

Element x y z (Å)
Os (-0.44, -0.26, -1.52)
C (0.64, 0.17, -3.65)
H (1.51, -0.33, -4.09)
H (-0.17, -0.66, -3.54)
H (0.08, 0.91, -4.24)
H (1.13, 0.74, -2.89)
H (-1.73, -1.30, -1.33)
S (-0.37, 1.64, -0.84)
C (-0.22, 0.89, 0.77)
C (-0.21, 1.35, 2.08)
C (-0.04, 0.42, 3.08)
C (0.10, -0.95, 2.86)
C (-0.01, -1.38, 1.55)
N (-0.20, -0.44, 0.55)
H (-0.36, 2.41, 2.27)
H (0.01, 0.83, 4.07)
H (0.25, -1.65, 3.69)
H (0.03, -2.41, 1.19)

Results of the natural (NBO) charge analysis, in e, for atoms 1 through 2:
1 Os 1.174
2 C -0.949

---

Here is C6H9NS as an isolated structure from the OMol25 dataset. Energies are from the ωB97M-V functional and the def2-TZVPD basis.

Output
Maximum force = 5.04 eV/A

Element x y z (Å)
C (0.71, 1.72, 0.17)
C (0.40, 0.28, 0.01)
C (0.07, -1.57, -0.62)
C (-0.13, -1.68, 0.92)
C (0.13, -0.41, 1.36)
C (-0.62, -0.29, -0.88)
H (1.22, 1.81, 1.36)
H (-0.35, 2.06, 0.47)
H (1.36, 2.35, -0.74)
H (1.63, -0.58, -1.71)
H (0.11, -2.39, -1.20)
H (-0.13, -2.58, 1.60)
H (0.21, 0.08, 2.27)
H (-0.76, 0.13, -1.93)
H (-2.83, 1.90, -0.47)
N (1.41, -0.70, -0.59)
S (-2.42, -0.13, -0.02)

Results of the natural (NBO) charge analysis, in e, for atoms 1 through 2:
1 C -0.626
2 C -0.024

---

no.,E (hartree)
1,-1022.1398
2,-363.9397
3,-363.8322
4,-363.8450
5,-363.6713
6,-363.8365
7,-363.9031
8,-363.9017
9,-363.9471
10,-1235.3577
11,-776.7519
12,-686.6750